(1)
Formula: C14H44LiN16O17
Source: the Open Molecules 2025 dataset
Level of theory: wB97M-V/def2-TZVPD

Geometry (Å):
Li1 -2.0774 -1.8681 -3.0250
C1 0.2313 -0.9574 -0.8835
C2 1.3212 -0.4354 -0.1493
C3 1.0333 0.6002 0.9223
O1 2.0167 1.2090 1.4015
C4 -0.2777 1.0039 1.2158
C5 -1.3568 0.4106 0.5474
C6 -1.0612 -0.4884 -0.6585
O2 -2.0523 -0.7092 -1.4015
O3 -2.5629 0.5404 0.8561
O4 2.4656 -0.8752 -0.3205
H1 0.3915 -1.6446 -1.7049
H2 -0.4577 1.8318 1.8837
C7 3.6486 -0.1915 -4.1008
O5 4.5311 -0.7831 -3.5200
N1 3.5405 -0.1873 -5.4864
N2 2.6336 0.4740 -3.4767
H3 2.7974 0.3322 -5.9133
H4 4.2874 -0.5661 -6.0334
H5 1.9913 1.0605 -3.9764
H6 2.6228 0.5664 -2.4734
C8 -2.5358 1.1423 4.7814
O6 -2.9886 1.1252 5.9154
N3 -1.2201 1.0364 4.4648
N4 -3.3770 1.2532 3.6912
H7 -0.9748 1.0099 3.4900
H8 -0.5674 1.1997 5.2078
H9 -3.1618 1.6679 2.8011
H10 -4.3382 1.2704 3.9860
C9 6.2319 -0.8950 -0.4752
O7 7.4419 -0.7606 -0.5895
N5 5.3920 0.1646 -0.3099
N6 5.5496 -2.0634 -0.6762
H11 5.6873 1.1026 -0.4986
H12 4.3960 -0.0006 -0.3427
H13 6.0152 -2.9437 -0.5680
H14 4.5576 -2.0247 -0.5189
C10 1.3968 -4.3130 1.2209
O8 1.2682 -5.4067 1.7541
N7 0.4151 -3.3579 1.2557
N8 2.5568 -3.9523 0.5767
H15 -0.4812 -3.7556 1.4772
H16 0.5270 -2.5561 0.6514
H17 2.5389 -3.0746 0.0736
H18 3.1116 -4.7280 0.2668
C11 2.2595 5.0459 1.5800
O9 2.1717 4.9648 0.3661
N9 2.1330 6.2475 2.2444
N10 2.3253 3.9662 2.4190
H19 2.4878 6.3497 3.1790
H20 2.0329 7.1032 1.7313
H21 2.2286 3.0374 2.0227
H22 2.3726 4.1691 3.3992
C12 -5.3385 1.0964 -1.8054
O10 -6.3714 1.5385 -2.2805
N11 -4.4452 0.3383 -2.5136
N12 -4.8853 1.3852 -0.5492
H23 -3.6086 -0.0303 -2.0836
H24 -4.6998 -0.0229 -3.4121
H25 -4.0368 0.9679 -0.1794
H26 -5.3231 2.0521 0.0572
C13 -2.2872 4.7700 -0.2525
O11 -1.9244 5.9365 -0.2123
N13 -1.5643 3.7625 0.3251
N14 -3.4703 4.3725 -0.8506
H27 -1.8471 2.8037 0.2490
H28 -0.7712 4.0438 0.8712
H29 -4.0150 5.1635 -1.1339
H30 -3.4860 3.4185 -1.1631
C14 -0.7253 -4.7619 -2.4496
O12 -0.9851 -3.6169 -2.8131
N15 -1.0514 -5.2133 -1.2023
N16 -0.1185 -5.6605 -3.2797
H31 -1.0729 -6.2116 -1.1091
H32 -1.0926 -4.5585 -0.4439
H33 -0.2033 -6.6444 -3.0954
H34 -0.0886 -5.3367 -4.2318
O13 -1.5469 -1.8729 3.2253
H35 -2.4643 -1.5712 3.1746
H36 -1.1098 -1.4340 2.4893
O14 2.0832 2.7624 -1.0915
H37 2.0081 3.6972 -0.8015
H38 2.1605 2.3066 -0.2451
O15 -3.6304 -2.9014 -2.4826
H39 -3.6730 -3.7454 -2.9430
H40 -3.9999 -3.0692 -1.6091
O16 2.2735 -0.3021 4.0397
H41 2.5970 -1.1887 3.8567
H42 1.9980 0.0369 3.1789
O17 -4.1055 -1.6066 1.5750
H43 -3.5370 -1.0620 1.0012
H44 -4.7599 -0.9886 1.9114

Output
Molar mass, g/mol: 715.5
Frontier orbital gap, eV: 6.892
LUMO, eV: 0.648
HOMO energy, eV: -6.245
Net charge: -1



(2)
Formula: C14H44N7O6
Source: the Open Molecules 2025 dataset
Level of theory: wB97M-V/def2-TZVPD

Geometry (Å):
O1 -0.0348 -0.5273 -0.3293
H1 0.2599 -1.4135 -0.6155
H2 -0.1157 0.1860 -1.0335
H3 -0.9297 -0.4953 0.1085
C1 -3.0977 -1.1057 1.7492
O2 -2.3510 -0.4346 1.0150
N1 -4.4406 -1.0146 1.7490
N2 -2.5957 -1.9517 2.6600
H4 -5.0169 -1.5316 2.3864
H5 -4.8807 -0.2252 1.3073
H6 -3.1271 -2.4805 3.3229
H7 -1.5890 -1.8817 2.6738
C2 -3.0799 2.4602 2.9468
O3 -3.2152 1.6383 3.8544
N3 -2.6075 2.2343 1.6981
N4 -3.2259 3.7812 3.2114
H8 -2.5856 2.8925 0.9461
H9 -2.5494 1.2348 1.4764
H10 -3.4840 4.1173 4.1212
H11 -2.9894 4.4635 2.5163
C3 0.9164 -2.6900 2.6692
C4 1.6552 -1.3872 2.7501
C5 2.7662 -1.1407 1.6821
O4 3.4597 0.0787 1.7927
C6 4.0362 0.5976 0.5867
N5 0.6967 -0.2661 2.5492
H12 0.0568 -2.8249 3.3210
H13 1.5270 -3.5740 2.8903
H14 0.6630 -2.9305 1.6354
H15 2.1751 -1.3258 3.7129
H16 2.2463 -1.1708 0.7177
H17 3.5485 -1.9023 1.7702
H18 4.6212 -0.2283 0.1737
H19 4.6013 1.4871 0.8394
H20 3.2270 0.8023 -0.1192
H21 1.2456 0.5284 2.2424
H22 0.4039 -0.1115 3.5104
C7 -1.1837 -2.7476 -2.8408
C8 0.0690 -3.3453 -2.1960
C9 1.3353 -2.6648 -2.6666
O5 1.3546 -1.2890 -2.2656
C10 2.5517 -0.6780 -2.7457
N6 -0.0656 -3.3862 -0.7430
H23 -2.1236 -2.8952 -2.3116
H24 -1.2236 -3.1274 -3.8622
H25 -1.1043 -1.6610 -2.9352
H26 0.0937 -4.3817 -2.5521
H27 1.4491 -2.7504 -3.7495
H28 2.1966 -3.1730 -2.2172
H29 2.5801 -0.6622 -3.8363
H30 3.4554 -1.1256 -2.3275
H31 2.5816 0.3601 -2.4147
H32 -0.7858 -4.0279 -0.4338
H33 0.7961 -3.8300 -0.4272
C11 -0.6159 3.2230 -3.6861
C12 0.0346 2.4206 -2.5521
C13 0.4012 3.2844 -1.3451
O6 1.0238 2.3794 -0.4413
C14 1.2488 2.9312 0.8600
N7 -0.8792 1.3140 -2.2174
H34 0.1104 3.9019 -4.1436
H35 -1.3698 3.8925 -3.2701
H36 -0.9382 2.5772 -4.5004
H37 0.9786 1.9436 -2.8262
H38 -0.4482 3.7370 -0.8148
H39 0.9927 4.1651 -1.6118
H40 2.0430 2.3407 1.3213
H41 0.3833 2.8123 1.5141
H42 1.6666 3.9386 0.9015
H43 -1.0321 0.8489 -3.1075
H44 -1.7661 1.7859 -2.0446

Output
Molar mass, g/mol: 406.5
Frontier orbital gap, eV: 9.949
LUMO, eV: -1.830
HOMO energy, eV: -11.779
Net charge: +1



(3)
Formula: C14H44O14
Source: the Open Molecules 2025 dataset
Level of theory: wB97M-V/def2-TZVPD

Geometry (Å):
C1 0.6631 -4.2095 -2.8288
O1 1.8506 -5.0001 -2.8619
H1 -0.2340 -4.7094 -2.4776
H2 0.9087 -3.3655 -2.1714
H3 0.3949 -3.7326 -3.7783
H4 2.4312 -4.6030 -3.5151
C2 -0.1677 -0.2325 -1.1438
O2 0.2462 -1.2404 -0.2201
H5 -0.9325 -0.6514 -1.8018
H6 -0.6210 0.6077 -0.6133
H7 0.6140 0.1124 -1.8270
H8 0.7238 -0.7730 0.4860
C3 2.3620 2.3555 -0.0882
C4 2.0377 2.9558 1.2639
O3 3.1774 3.6357 1.7798
O4 2.4751 3.3792 -1.0936
H9 1.6504 1.5970 -0.3961
H10 3.3794 1.9494 -0.0251
H11 1.7586 2.1116 1.9085
H12 1.1656 3.6136 1.2228
H13 2.8583 4.3846 2.2874
H14 3.1849 3.9638 -0.8060
C5 -4.7084 -1.3999 0.4367
C6 -3.7492 -0.3906 1.0970
O5 -2.4728 -0.9920 1.1540
O6 -4.2246 -1.8631 -0.8002
H15 -5.7182 -1.0274 0.3194
H16 -4.6828 -2.2345 1.1548
H17 -4.1128 -0.0876 2.0836
H18 -3.7431 0.4926 0.4395
H19 -1.8718 -0.3409 1.5552
H20 -3.3379 -2.2352 -0.6342
C7 0.6797 2.5266 -3.6030
C8 1.0134 2.8810 -5.0351
O7 1.2593 1.6862 -5.7442
O8 -0.5442 1.8026 -3.5321
H21 0.6021 3.4024 -2.9567
H22 1.5027 1.9262 -3.1888
H23 1.8831 3.5506 -5.0432
H24 0.1998 3.4813 -5.4551
H25 0.9710 1.7693 -6.6555
H26 -0.5204 1.2117 -4.2982
C9 3.6052 -0.2784 0.5052
C10 3.0453 0.3113 1.8041
O9 1.6166 0.1838 1.8488
O10 3.2146 -1.6217 0.3026
H27 4.6870 -0.3255 0.6721
H28 3.4390 0.4002 -0.3371
H29 3.2743 1.3801 1.8501
H30 3.5350 -0.2282 2.6159
H31 1.3491 -0.1271 2.7174
H32 2.3717 -1.6320 -0.1761
C11 -1.3855 -4.2960 0.5219
C12 -2.4467 -4.6306 1.5468
O11 -2.5510 -3.5418 2.5018
O12 -1.8490 -3.3063 -0.3993
H33 -1.0280 -5.1913 -0.0002
H34 -0.5157 -3.8439 1.0077
H35 -2.2266 -5.5244 2.1197
H36 -3.4250 -4.6406 1.0607
H37 -2.6398 -2.7280 1.9788
H38 -1.1957 -2.5959 -0.3869
C13 -1.3644 1.7916 3.4538
C14 -0.4775 2.9442 3.8375
O13 -0.9313 4.1216 3.1828
O14 -1.1256 1.3538 2.1090
H39 -2.4264 2.0231 3.5496
H40 -1.1172 0.9454 4.0942
H41 0.5618 2.7418 3.5688
H42 -0.4922 3.0943 4.9231
H43 -0.3812 4.8740 3.4108
H44 -1.4724 2.0382 1.5220

Output
Molar mass, g/mol: 436.5
SMILES: OCCO.OCCO.OCCO.OCCO.OCCO.OCCO.CO.CO
Frontier orbital gap, eV: 9.283
LUMO, eV: -0.036
HOMO energy, eV: -9.319
Net charge: 0



(4)
Formula: C14H45BO11PdSSr
Source: the Open Molecules 2025 dataset
Level of theory: wB97M-V/def2-TZVPD

Geometry (Å):
Sr1 0.8600 -1.8358 -3.3832
Pd1 2.3310 -3.2326 -0.1131
B1 0.1104 -4.0696 0.2548
H1 0.5623 -3.6505 -0.7266
H2 0.9467 -4.5269 0.9382
H3 -0.3469 -3.1909 0.8706
H4 -0.6226 -4.9351 0.0277
S1 2.9898 -4.7728 -2.3476
O1 4.3122 -4.7362 -2.9164
O2 2.1065 -5.6940 -3.0601
O3 2.9896 -5.0276 -0.8508
O4 2.4122 -3.3870 -2.4297
C1 0.2560 0.3727 0.5473
C2 1.4552 0.0566 -0.4112
O5 1.5989 -1.2644 -0.7459
H5 0.4936 -0.0399 1.5254
H6 -0.6309 -0.0797 0.1042
H7 0.1193 1.4537 0.6013
H8 2.3290 0.5443 0.0524
H9 1.2983 0.7066 -1.2995
C3 -3.1165 -1.6870 -3.5128
C4 -2.6527 -1.6820 -2.0485
O6 -1.2316 -1.6534 -1.9047
H10 -2.6514 -2.4282 -4.1632
H11 -2.8020 -0.6959 -3.8649
H12 -4.2009 -1.7355 -3.4913
H13 -3.0269 -2.5601 -1.5267
H14 -3.1417 -0.7824 -1.6686
H15 -1.1078 -1.8191 -0.9512
C5 -2.0494 3.8520 -0.1460
C6 -1.1698 4.3991 0.9518
O7 -1.8114 4.4932 2.2185
H16 -2.6671 4.5436 -0.7225
H17 -2.6632 3.0041 0.1647
H18 -1.4050 3.4020 -0.9154
H19 -0.6960 5.3257 0.6127
H20 -0.3936 3.6655 1.1796
H21 -2.4053 5.2526 2.2254
C7 0.7543 -1.9856 4.1883
C8 1.9565 -1.3405 4.8659
O8 3.1021 -2.0682 4.4164
H22 0.7512 -2.0395 3.1008
H23 -0.1263 -1.3993 4.4790
H24 0.6209 -2.9938 4.5765
H25 1.7695 -1.4616 5.9421
H26 2.1034 -0.2707 4.6816
H27 3.8772 -1.7029 4.8619
C9 -4.2375 0.2433 1.3288
C10 -3.6553 -1.0775 1.7572
O9 -3.9844 -2.0454 0.7318
H28 -5.3183 0.1927 1.2142
H29 -3.7732 0.5224 0.3792
H30 -3.9842 1.0584 2.0090
H31 -4.0064 -1.4209 2.7343
H32 -2.5609 -1.0617 1.8096
H33 -3.5840 -2.8668 1.0453
C11 0.2042 2.8575 -4.2943
C12 -0.2002 1.4079 -4.0994
O10 0.8642 0.4866 -4.5337
H34 0.3133 3.1185 -5.3508
H35 1.1611 3.1106 -3.8397
H36 -0.5837 3.4730 -3.8618
H37 -1.0571 1.0242 -4.6651
H38 -0.4489 1.2302 -3.0496
H39 1.1984 0.9373 -5.3199
C13 2.8062 3.7234 1.5363
C14 3.8469 2.6371 1.7802
O11 4.8918 3.1838 2.5770
H40 3.1814 4.5765 0.9731
H41 2.4768 4.0914 2.5107
H42 1.9106 3.3420 1.0428
H43 4.1944 2.2516 0.8182
H44 3.4144 1.7968 2.3286
H45 5.7430 2.8841 2.2503

Output
Molar mass, g/mol: 626.4
Frontier orbital gap (spin up / spin down), eV: 7.073 / 6.959
LUMO (spin up / spin down), eV: -1.237 / -1.315
HOMO energy (spin up / spin down), eV: -8.311 / -8.273
Net charge: 0
Multiplicity: 3



(5)
Formula: C14H46N6O9
Source: the Open Molecules 2025 dataset
Level of theory: wB97M-V/def2-TZVPD

Geometry (Å):
C1 1.5916 -3.8855 0.7787
O1 2.2301 -2.9774 -0.1630
H1 1.9103 -4.9168 0.6273
H2 1.8420 -3.5675 1.7907
H3 0.5226 -3.8981 0.5657
H4 3.0527 -2.7779 0.2899
C2 0.4429 0.1285 -0.3437
O2 0.1439 1.2331 -0.6526
N1 0.3534 -0.2986 0.8809
N2 0.7166 -0.8751 -1.1639
H5 0.0583 0.3176 1.6248
H6 0.6937 -1.2348 1.0477
H7 0.5558 -0.6760 -2.1409
H8 1.1835 -1.7242 -0.8789
C3 -2.1808 -3.3247 1.2801
O3 -2.3933 -4.3135 0.5548
N3 -1.4691 -3.4474 2.3596
N4 -2.5063 -2.0853 1.0929
H9 -1.0071 -4.3407 2.4523
H10 -1.3721 -2.6162 2.9252
H11 -2.1170 -1.2888 1.5768
H12 -3.2418 -2.0372 0.4024
C4 -3.4691 2.7944 0.5025
O4 -3.5904 3.5094 -0.4674
N5 -2.7235 1.7070 0.5097
N6 -4.0624 3.0293 1.6361
H13 -2.1803 1.5462 -0.3264
H14 -2.6271 1.1372 1.3381
H15 -3.9295 2.3584 2.3793
H16 -4.6086 3.8609 1.8101
C5 3.8506 2.1978 -2.6961
C6 3.7582 2.1898 -1.1680
O5 3.5850 3.5294 -0.8235
H17 4.6587 2.8715 -2.9806
H18 2.9542 2.5083 -3.2328
H19 4.1036 1.2176 -3.1003
H20 4.7782 1.9428 -0.8734
H21 2.9551 1.5047 -0.8966
H22 4.1911 3.8142 -0.1357
C7 0.9859 0.2191 5.0280
C8 -0.2120 -0.7735 4.8307
O6 -0.9114 -0.5616 3.6350
H23 0.4097 1.1443 5.0144
H24 1.7012 0.1545 4.2080
H25 1.4333 0.0088 5.9994
H26 -0.9091 -0.6928 5.6647
H27 0.2743 -1.7465 4.7613
H28 -1.6030 0.0471 3.9047
C9 0.8471 -3.0537 -3.6820
C10 1.1988 -2.7574 -5.1293
O7 0.7230 -1.4541 -5.5161
H29 -0.1941 -3.3270 -3.5109
H30 1.1801 -2.1556 -3.1618
H31 1.4342 -3.9363 -3.4281
H32 0.7124 -3.5186 -5.7392
H33 2.2767 -2.8939 -5.2163
H34 1.1223 -1.2517 -6.3653
C11 -1.8735 -0.0611 -3.6072
C12 -2.7881 -0.3536 -2.4166
O8 -3.7958 -1.3059 -2.9151
H35 -1.2342 0.8046 -3.4343
H36 -2.5413 0.1891 -4.4316
H37 -1.2942 -0.9039 -3.9842
H38 -3.0975 0.5765 -1.9397
H39 -2.1740 -0.8844 -1.6892
H40 -4.3314 -1.6873 -2.2156
C13 1.5707 4.1409 2.1368
C14 0.0864 3.6932 2.0397
O9 -0.7201 4.6967 2.5903
H41 1.9461 3.8143 3.1065
H42 1.6840 5.2214 2.0486
H43 2.0992 3.6875 1.2982
H44 -0.0663 2.7081 2.4805
H45 -0.0995 3.5255 0.9788
H46 -0.4938 5.5748 2.2752

Output
Molar mass, g/mol: 442.6
SMILES: NC(N)=O.NC(N)=O.NC(N)=O.CCO.CCO.CCO.CCO.CCO.CO
Frontier orbital gap, eV: 9.213
LUMO, eV: -0.239
HOMO energy, eV: -9.452
Net charge: 0



(6)
Formula: C14H46N8O14
Source: the Open Molecules 2025 dataset
Level of theory: wB97M-V/def2-TZVPD

Geometry (Å):
C1 6.6511 -8.2308 -16.5839
O1 6.5771 -9.2095 -15.8524
N1 6.1625 -6.9946 -16.2549
N2 7.2764 -8.2597 -17.7996
H1 5.8937 -6.8486 -15.2992
H2 6.3821 -6.2054 -16.8266
H3 7.7636 -9.0930 -18.0800
H4 7.3638 -7.5031 -18.4466
C2 10.8654 -6.6398 -21.7003
O2 10.1708 -7.6456 -21.5500
N3 10.3283 -5.3870 -21.6175
N4 12.1762 -6.6916 -22.0292
H5 9.3295 -5.3390 -21.7276
H6 10.8217 -4.5510 -21.8698
H7 12.6592 -5.8866 -22.3683
H8 12.5985 -7.5822 -21.8250
C3 6.3690 -14.6366 -17.7564
O3 5.9800 -15.1709 -16.7164
N5 7.3991 -15.1300 -18.5043
N6 5.6321 -13.6598 -18.3557
H9 8.0045 -15.7703 -18.0243
H10 7.5807 -14.7145 -19.3978
H11 5.9421 -13.1293 -19.1474
H12 4.7535 -13.5698 -17.8748
C4 4.6536 -9.2168 -24.5269
O4 4.3269 -9.4756 -23.3672
N7 3.9749 -9.6507 -25.6231
N8 5.7834 -8.4946 -24.8029
H13 4.2957 -9.3012 -26.5018
H14 3.1998 -10.2786 -25.5468
H15 6.3482 -8.1616 -24.0451
H16 5.9892 -8.2449 -25.7484
C5 10.8610 -10.3644 -24.7594
C6 10.0700 -9.9384 -25.9958
O5 10.6062 -8.7979 -26.6428
O6 11.9788 -11.1660 -25.0669
H17 10.1993 -10.8384 -24.0351
H18 11.0133 -9.3682 -24.3205
H19 9.0489 -9.6542 -25.7131
H20 9.9731 -10.8074 -26.6598
H21 11.1474 -9.1382 -27.3635
H22 12.0460 -11.8602 -24.4081
C7 10.6118 -14.5333 -20.4522
C8 9.9150 -14.2097 -21.7569
O7 10.6407 -13.2975 -22.5927
O8 11.8901 -15.0839 -20.6594
H23 10.0124 -15.2046 -19.8296
H24 10.5647 -13.6445 -19.8055
H25 8.8645 -13.9354 -21.6133
H26 9.8645 -15.0362 -22.4779
H27 10.9132 -13.6919 -23.4171
H28 12.4632 -14.3426 -20.8855
C9 9.1194 -11.8793 -16.1802
C10 8.4031 -11.6856 -17.5092
O9 9.2981 -10.9545 -18.3550
O10 9.6643 -10.6645 -15.6843
H29 10.0045 -12.5143 -16.3293
H30 8.4731 -12.2849 -15.4053
H31 7.4614 -11.1445 -17.3730
H32 8.2794 -12.6366 -18.0448
H33 8.8550 -10.7635 -19.1908
H34 10.2567 -10.3064 -16.3533
C11 4.9375 -8.4249 -20.5686
C12 4.4212 -9.7801 -20.2021
O11 5.1649 -10.4462 -19.1599
O12 4.7188 -7.5036 -19.5072
H35 4.5019 -8.0431 -21.4894
H36 6.0091 -8.5575 -20.7601
H37 4.4397 -10.5248 -20.9955
H38 3.3732 -9.7887 -19.8876
H39 4.8402 -10.2544 -18.2752
H40 4.6879 -6.5831 -19.7665
C13 8.4995 -10.5443 -21.8006
C14 7.1938 -11.3321 -21.8722
O13 6.9283 -11.9593 -20.6013
O14 8.3586 -9.5077 -20.8780
H41 8.8107 -10.1912 -22.7904
H42 9.3507 -11.1937 -21.5531
H43 7.1551 -12.2130 -22.5139
H44 6.4026 -10.6010 -22.0454
H45 6.4470 -11.3170 -20.0321
H46 8.8161 -8.6800 -21.1150

Output
Molar mass, g/mol: 550.6
SMILES: NC(N)=O.NC(N)=O.NC(N)=O.NC(N)=O.OCCO.OCCO.OCCO.OCCO.OCCO
Frontier orbital gap, eV: 8.899
LUMO, eV: -0.105
HOMO energy, eV: -9.003
Net charge: 0